(1)
Entry from the Open Molecules 2025 dataset: a structure of composition C37H55P2SSiZn in a non-equilibrium geometry (ωB97M-V/def2-TZVPD).

Each line ends with the Mulliken charge.
Positions of all 97 atoms, in Å:
Zn1 -0.36143 -0.52224 1.69023  -0.3362
C1 0.22403 2.48559 2.63300  -1.7942
Si1 -0.24982 1.79969 0.87445  1.6970
C2 1.23390 2.63320 -0.03288  0.4047
C3 1.19344 3.87032 -0.67788  -0.6806
C4 2.34792 4.53094 -1.07591  -0.9248
C5 3.58590 3.95688 -0.84369  -0.8024
C6 3.65381 2.69351 -0.27182  -0.1677
C7 2.49749 2.01831 0.11569  0.1403
P1 2.52223 0.33059 0.84546  -0.7037
C8 2.54310 -0.68520 -0.72752  1.1536
C9 2.30678 -2.16983 -0.43916  0.0010
C10 2.00459 -2.92316 -1.73430  -0.1450
C11 3.13462 -2.74739 -2.74897  -0.8810
C12 3.37701 -1.26341 -3.02356  -0.7386
C13 3.69242 -0.51851 -1.72269  -0.5088
C14 4.15438 0.27263 1.77283  -0.2025
C15 3.90000 -0.73603 2.91798  -0.4870
C16 5.20091 -1.12700 3.61232  -1.0261
C17 6.10749 -1.91744 2.65202  -0.8643
C18 5.88955 -1.48309 1.19347  -0.2155
C19 5.52095 -0.00472 1.11191  -1.2572
C20 -1.86916 2.82047 0.64468  0.4311
C21 -1.91711 4.21487 0.64259  -0.4320
C22 -3.10978 4.91441 0.52860  -1.0503
C23 -4.30409 4.22085 0.43442  -0.8790
C24 -4.29661 2.83417 0.48483  -0.6135
C25 -3.10127 2.12443 0.60097  0.5367
P2 -3.04293 0.27798 0.72216  0.3635
C26 -2.65130 -0.01151 -1.08959  0.9027
C27 -3.74338 0.25982 -2.12186  -0.9169
C28 -3.11163 0.38519 -3.51935  -1.1653
C29 -1.91751 -0.57292 -3.70065  -0.5612
C30 -2.06808 -1.79679 -2.79961  -0.8556
C31 -1.99064 -1.38416 -1.32277  0.5593
C32 -4.81381 -0.16216 1.23911  0.0284
C33 -5.83093 -0.75033 0.25881  -1.5484
C34 -5.44626 -2.16114 -0.18881  0.2531
C35 -5.24927 -3.08541 1.01273  -1.1976
C36 -4.22045 -2.50854 1.98330  0.0947
C37 -4.65888 -1.12012 2.43691  -1.2107
H1 0.35887 3.57228 2.63162  0.3671
H2 1.16904 2.03796 2.95654  0.3250
H3 -0.54191 2.24285 3.37512  0.3935
H4 0.23492 4.32948 -0.87921  0.6374
H5 2.28169 5.50289 -1.55143  0.3727
H6 4.49610 4.47497 -1.12274  0.4108
H7 4.62517 2.24610 -0.10549  0.2329
H8 1.63240 -0.29060 -1.20463  -0.0911
H9 1.48766 -2.29912 0.27556  -0.7222
H10 3.19718 -2.60836 0.02436  0.2237
H11 1.07163 -2.54622 -2.16810  -0.2939
H12 1.85405 -3.98265 -1.51197  0.4787
H13 2.90237 -3.27390 -3.67935  0.4306
H14 4.05110 -3.19041 -2.34278  0.3013
H15 2.48495 -0.82507 -3.48391  0.2877
H16 4.20242 -1.13931 -3.73145  0.4093
H17 3.86648 0.53831 -1.93525  0.1848
H18 4.60710 -0.94329 -1.30119  0.0715
H19 4.18458 1.28276 2.19798  0.5843
H20 3.41466 -1.63598 2.52580  0.2792
H21 3.19388 -0.30675 3.62955  0.5635
H22 4.97870 -1.72411 4.49853  0.4374
H23 5.71508 -0.22141 3.95094  0.3216
H24 5.89676 -2.98581 2.74086  0.3758
H25 7.15373 -1.77438 2.93708  0.3105
H26 5.07880 -2.07042 0.75866  -0.2931
H27 6.78843 -1.68111 0.60434  0.4979
H28 5.53854 0.33026 0.07661  0.4873
H29 6.28438 0.57429 1.64420  0.5968
H30 -0.99620 4.77360 0.75221  0.5149
H31 -3.10914 5.99821 0.51431  0.3874
H32 -5.24405 4.75179 0.33845  0.4130
H33 -5.24328 2.31109 0.43584  0.2728
H34 -1.88428 0.75734 -1.24118  0.2083
H35 -4.28000 1.18025 -1.88010  0.3553
H36 -4.46486 -0.55646 -2.12131  0.2322
H37 -2.78184 1.41538 -3.67636  0.3253
H38 -3.87442 0.17120 -4.27367  0.4541
H39 -0.98338 -0.06406 -3.44451  0.1266
H40 -1.84065 -0.86968 -4.74915  0.5012
H41 -1.29457 -2.53618 -3.01760  0.5727
H42 -3.03155 -2.27414 -3.00978  0.3194
H43 -0.94674 -1.32113 -1.00509  -1.1810
H44 -2.44422 -2.15889 -0.70116  0.1210
H45 -5.20646 0.77799 1.63042  0.8277
H46 -5.96546 -0.09126 -0.60162  0.2952
H47 -6.79847 -0.80087 0.77462  0.6777
H48 -4.50972 -2.11724 -0.74836  -0.3399
H49 -6.21857 -2.56301 -0.85150  0.3344
H50 -4.94128 -4.07667 0.67071  0.4374
H51 -6.20636 -3.20171 1.53634  0.3714
H52 -3.23261 -2.43612 1.51449  -0.2219
H53 -4.10631 -3.16890 2.84435  0.4015
H54 -3.93316 -0.71058 3.14336  0.4327
H55 -5.62185 -1.19823 2.95867  0.4845
S1 -0.18554 -2.61773 2.02993  -0.9050

The energy relative to the best compared isomer or geometry (same formula, charge and spin) comes out at 15.04 kcal/mol. Its charge is -1. The HOMO-LUMO gap comes out at 0.22139 hartree. For the calculated total energy, the calculation gives -4592.68911 Ha.

=====

(2)
Entry from the Open Molecules 2025 dataset: a cluster of 7 separate species, C37H56Br2N2O22P in total in a non-equilibrium geometry (ωB97M-V/def2-TZVPD).

Each line ends with the Mulliken charge.
Positions of all 120 atoms, in Å:
C1 -5.61371 2.84607 -0.56444  -1.2106
C2 -5.81380 1.72068 -1.57166  -0.1335
O1 -4.62261 1.50506 -2.30169  -0.4571
C3 -4.30479 0.11283 -2.50546  -0.7332
C4 -3.58960 -0.42874 -1.27254  -1.1361
P1 -2.80004 -2.16476 -1.29851  3.1313
N1 -2.46772 -2.01706 -3.03901  -0.6286
C5 -2.20727 -3.97385 -1.30047  -0.9992
C6 -3.00263 -5.04724 -2.03878  -1.3997
C7 -1.06314 -1.61779 -0.69916  -1.4216
C8 0.13983 -1.77519 -1.62980  0.0764
C9 0.41517 -0.52206 -2.49010  -1.5200
O2 1.32175 -2.11099 -0.86211  -0.4558
C10 1.57538 -1.21418 0.19355  0.2529
C11 3.04847 -1.16055 0.50622  -0.3993
C12 3.61793 -2.13000 1.32302  -0.3284
C13 4.95796 -2.06836 1.67160  -0.6961
C14 5.75503 -1.03732 1.18335  -0.5938
C15 5.20029 -0.07065 0.35249  -0.5271
C16 3.85587 -0.13988 0.01449  0.1270
O3 -4.61792 -2.71829 -1.67967  -0.5292
N2 -5.08397 -2.95557 -2.86390  -0.0320
O4 -6.29504 -3.00381 -2.87960  -0.4141
C17 -3.44005 -2.44936 0.61780  -0.5555
Br1 -4.53952 -4.01578 0.91226  -0.1671
C18 -3.27122 -1.80468 1.77512  0.2921
C19 -3.78958 -2.19895 3.14302  -1.7917
Br2 -2.32931 -0.12781 1.89644  -0.2265
H1 -5.64804 3.82470 -1.04822  0.3244
H2 -6.40604 2.82820 0.19072  0.3475
H3 -4.65712 2.73127 -0.05347  0.2592
H4 -6.12672 0.80793 -1.05564  0.2533
H5 -6.59773 2.01611 -2.28376  0.3585
H6 -3.71461 0.08473 -3.41558  0.2755
H7 -5.24627 -0.41975 -2.66340  0.3160
H8 -2.86922 0.32804 -0.95789  0.3142
H9 -4.34864 -0.47284 -0.48443  0.5189
H10 -1.94910 -2.78638 -3.43528  0.3759
H11 -2.05290 -1.14100 -3.31676  0.1920
H12 -1.20238 -3.99200 -1.73170  0.4689
H13 -2.04622 -4.26654 -0.25796  0.3311
H14 -2.51482 -6.01893 -1.92541  0.4025
H15 -4.03950 -5.14199 -1.72904  0.2318
H16 -2.99882 -4.83368 -3.11481  0.2782
H17 -1.08464 -0.56240 -0.42979  0.7200
H18 -0.86021 -2.14597 0.23776  0.4772
H19 0.05326 -2.62466 -2.30273  0.5309
H20 0.41316 -0.78458 -3.55223  0.2201
H21 1.40108 -0.10965 -2.27258  0.5481
H22 -0.35641 0.24000 -2.36225  0.2407
H23 1.04953 -1.54756 1.10146  -0.1622
H24 1.21470 -0.20431 -0.02727  0.4163
H25 3.00369 -2.93996 1.70634  0.5462
H26 5.38733 -2.82389 2.31985  0.3984
H27 6.80159 -0.98740 1.45918  0.3949
H28 5.81482 0.74053 -0.02199  0.4503
H29 3.42480 0.60666 -0.64052  0.1502
H30 -3.43446 -3.19856 3.40573  0.3919
H31 -4.88215 -2.21337 3.14537  0.3850
H32 -3.44824 -1.49863 3.90130  0.4750
C20 4.15715 4.34767 -0.61842  -0.0849
C21 5.08649 4.82001 -1.72167  -0.3860
O5 5.41762 3.59746 -2.38716  -0.3661
C22 4.43166 2.70080 -2.14367  0.6286
O6 4.32912 1.64829 -2.68249  -0.4890
O7 3.58630 3.16870 -1.20134  -0.2773
H33 3.36878 5.05446 -0.37223  0.2999
H34 4.69326 4.06599 0.28325  0.2250
H35 4.58565 5.47771 -2.43540  0.2909
H36 5.98894 5.29957 -1.35269  0.2293
C23 7.33183 7.10608 2.58818  -0.2338
C24 5.89518 6.61467 2.55161  -0.3320
O8 5.96593 5.54475 1.60262  -0.2794
C25 7.24831 5.09279 1.56383  0.5848
O9 7.58329 4.11057 0.98951  -0.4944
O10 8.05928 5.91790 2.25111  -0.3353
H37 7.64272 7.46744 3.56268  0.2597
H38 7.53344 7.86694 1.83743  0.2089
H39 5.56412 6.20767 3.50845  0.2695
H40 5.18532 7.36514 2.21389  0.3009
C26 0.54232 -1.83935 4.23575  0.1622
C27 1.89446 -1.15518 4.33180  0.0706
O11 1.73775 -0.34699 5.50590  -0.3850
C28 0.77306 -0.89457 6.27851  0.5809
O12 0.52886 -0.55885 7.39224  -0.5527
O13 0.13092 -1.87608 5.61085  -0.3865
H41 0.58553 -2.84739 3.83341  0.3615
H42 -0.18245 -1.25422 3.66647  -0.1119
H43 2.71241 -1.85821 4.49676  0.1487
H44 2.12543 -0.53244 3.47189  0.1240
C29 9.83299 11.78358 4.05803  -0.3240
C30 8.36383 11.40025 4.07431  -0.2964
O14 8.32715 10.31949 3.13573  -0.3000
C31 9.56839 9.77494 3.05504  0.6720
O15 9.82122 8.76270 2.49288  -0.4801
O16 10.46239 10.54710 3.70938  -0.3383
H45 10.20676 12.13061 5.01685  0.2902
H46 10.06222 12.52153 3.28793  0.2605
H47 8.04201 11.02892 5.04846  0.2634
H48 7.69749 12.19421 3.74988  0.2692
C32 -3.24659 -10.65522 -1.90741  -0.3376
C33 -3.27500 -9.31528 -2.61999  -0.3399
O17 -3.05337 -8.40027 -1.54853  -0.1930
C34 -2.41441 -9.04776 -0.54706  0.6003
O18 -1.93759 -8.53676 0.40733  -0.4927
O19 -2.39255 -10.38677 -0.79538  -0.3602
H49 -2.83322 -11.46256 -2.50616  0.2930
H50 -4.23038 -10.94554 -1.53342  0.2507
H51 -2.46603 -9.20937 -3.34514  0.2638
H52 -4.22336 -9.09446 -3.10195  0.3100
C35 -9.01351 -2.59660 -4.14923  -0.0809
C36 -9.99348 -2.90438 -3.03669  -0.2998
O20 -11.24010 -2.45866 -3.59440  -0.3498
C37 -11.13120 -2.46719 -4.94247  0.6228
O21 -12.04407 -2.31031 -5.69042  -0.5518
O22 -9.85604 -2.68086 -5.31552  -0.3355
H53 -8.18927 -3.29715 -4.21528  0.2714
H54 -8.61102 -1.58616 -4.08110  0.1882
H55 -10.06628 -3.97320 -2.83038  0.2678
H56 -9.78515 -2.37201 -2.11386  0.2712

Its charge is -1. The HOMO-LUMO gap comes out at 0.24088 hartree. For the calculated total energy, the calculation gives -8697.60141 Ha.